Record 1
Formula: C32H74NO18P2S5
Source: the OMol25 dataset
Level of theory: wB97M-V/def2-TZVPD

Last column: Mulliken charge in e.
CARTESIAN COORDINATES (ANGSTROEM)
N (-2.76, -1.20, 12.14)  1.648
H (-2.26, -0.31, 12.19)  -0.120
H (-2.11, -1.93, 12.49)  0.343
H (-3.06, -1.54, 11.23)  0.438
H (-3.61, -1.17, 12.71)  0.086
C (3.23, 1.59, 11.14)  -1.067
C (2.02, 2.52, 11.02)  0.075
C (1.00, 1.76, 10.20)  -1.085
S (1.16, 0.03, 10.64)  1.031
O (1.38, -0.71, 9.41)  -0.870
O (0.11, -0.38, 11.54)  0.155
C (2.72, 0.23, 11.55)  0.114
H (4.06, 1.96, 11.74)  0.396
H (3.68, 1.57, 10.13)  0.375
H (2.29, 3.44, 10.50)  0.461
H (1.60, 2.83, 11.98)  -0.228
H (1.24, 1.78, 9.13)  0.450
H (-0.02, 2.13, 10.25)  0.413
H (3.31, -0.66, 11.34)  0.477
H (2.45, 0.22, 12.60)  -0.434
C (-8.64, -2.01, 13.62)  -0.666
C (-8.97, -0.82, 12.71)  -0.707
C (-7.62, -0.32, 12.18)  -0.719
S (-6.60, -0.30, 13.68)  1.152
O (-6.81, 0.94, 14.40)  -0.658
O (-5.25, -0.67, 13.31)  -1.120
C (-7.46, -1.67, 14.52)  -0.799
H (-8.44, -2.91, 13.05)  0.292
H (-9.54, -2.22, 14.20)  0.340
H (-9.48, 0.00, 13.20)  0.346
H (-9.59, -1.14, 11.87)  0.392
H (-7.65, 0.70, 11.82)  0.556
H (-7.15, -1.02, 11.49)  0.034
H (-7.54, -1.50, 15.59)  0.504
H (-6.73, -2.48, 14.46)  0.332
C (-5.45, -1.46, 6.95)  -0.165
C (-4.59, -0.27, 6.51)  -0.814
C (-4.06, 0.47, 7.74)  -0.565
S (-5.17, 0.00, 9.09)  1.048
O (-5.82, 1.13, 9.70)  -0.789
O (-4.45, -0.95, 9.91)  -0.568
C (-6.32, -0.94, 8.08)  -0.987
H (-4.81, -2.27, 7.30)  -0.131
H (-6.06, -1.88, 6.15)  0.488
H (-5.19, 0.40, 5.89)  0.392
H (-3.80, -0.59, 5.83)  0.392
H (-4.20, 1.54, 7.58)  0.387
H (-3.06, 0.18, 8.04)  0.227
H (-7.05, -0.22, 7.70)  0.415
H (-6.80, -1.66, 8.74)  0.487
C (-1.97, -4.77, 7.13)  -0.780
C (-1.59, -3.31, 6.88)  0.109
C (-0.50, -2.97, 7.88)  -0.871
S (-0.96, -3.84, 9.39)  1.116
O (-1.56, -2.91, 10.32)  -0.510
O (0.14, -4.66, 9.81)  -0.774
C (-2.25, -4.86, 8.62)  -0.835
H (-1.13, -5.40, 6.81)  0.359
H (-2.86, -5.05, 6.57)  0.408
H (-2.46, -2.67, 7.09)  -0.443
H (-1.28, -3.07, 5.87)  0.508
H (-0.34, -1.92, 8.12)  0.365
H (0.47, -3.37, 7.58)  0.396
H (-3.20, -4.39, 8.87)  0.278
H (-2.14, -5.84, 9.10)  0.478
C (2.70, -3.22, 13.25)  -0.964
C (2.24, -2.24, 14.34)  0.123
C (1.06, -2.90, 15.04)  -0.429
S (0.22, -3.85, 13.76)  1.045
O (-1.05, -3.23, 13.44)  -0.801
O (0.20, -5.25, 14.10)  -0.728
C (1.46, -3.58, 12.47)  0.213
H (3.09, -4.13, 13.72)  0.406
H (3.49, -2.81, 12.63)  0.378
H (1.88, -1.32, 13.89)  -0.504
H (3.05, -1.96, 15.02)  0.499
H (0.34, -2.22, 15.48)  -0.031
H (1.37, -3.57, 15.85)  0.415
H (1.08, -2.86, 11.75)  -0.530
H (1.46, -4.54, 11.94)  0.539
C (1.66, 2.29, 15.64)  -1.431
C (0.17, 2.13, 15.40)  0.590
O (-0.18, 2.80, 14.17)  0.033
P (-1.68, 2.66, 13.67)  -1.188
O (-2.13, 1.32, 13.30)  1.083
O (-1.74, 3.67, 12.44)  -0.335
C (-1.68, 5.09, 12.64)  -0.187
C (-0.27, 5.63, 12.53)  -1.123
O (-2.55, 3.33, 14.81)  -0.271
C (-3.99, 3.11, 14.78)  0.669
C (-4.73, 4.41, 14.54)  -1.636
H (2.23, 1.97, 14.77)  0.184
H (1.91, 3.30, 15.95)  0.355
H (1.97, 1.60, 16.43)  0.442
H (-0.07, 1.06, 15.35)  -0.284
H (-0.37, 2.60, 16.22)  0.324
H (-2.31, 5.52, 11.85)  0.365
H (-2.14, 5.39, 13.58)  0.225
H (-0.26, 6.72, 12.44)  0.452
H (0.33, 5.33, 13.38)  0.211
H (0.23, 5.23, 11.64)  0.209
H (-4.30, 2.36, 14.06)  -0.002
H (-4.26, 2.75, 15.78)  0.143
H (-4.74, 4.70, 13.49)  0.319
H (-5.75, 4.29, 14.88)  0.420
H (-4.29, 5.24, 15.11)  0.357
C (-4.96, -1.91, 21.17)  -1.342
C (-4.76, -1.93, 19.67)  -0.139
O (-5.31, -0.71, 19.13)  -0.298
P (-5.08, -0.41, 17.60)  1.192
O (-5.59, -1.43, 16.68)  -0.704
O (-5.66, 1.05, 17.43)  -0.088
C (-7.07, 1.33, 17.48)  -0.039
C (-7.42, 1.92, 18.82)  -1.336
O (-3.53, -0.14, 17.49)  -0.505
C (-2.97, 0.09, 16.18)  0.635
C (-2.36, -1.18, 15.64)  -0.444
H (-4.46, -2.75, 21.64)  0.402
H (-4.53, -0.99, 21.56)  0.311
H (-6.02, -1.88, 21.41)  0.320
H (-3.69, -1.95, 19.46)  0.239
H (-5.19, -2.80, 19.17)  0.296
H (-7.29, 2.01, 16.66)  0.339
H (-7.66, 0.43, 17.26)  0.154
H (-8.51, 2.03, 18.90)  0.446
H (-7.19, 1.20, 19.61)  0.244
H (-7.02, 2.92, 18.94)  0.313
H (-3.72, 0.53, 15.51)  -0.485
H (-2.19, 0.85, 16.30)  -0.026
H (-1.60, -0.95, 14.88)  -0.356
H (-1.84, -1.71, 16.44)  0.550
H (-3.12, -1.84, 15.23)  0.208

total charge	+1
highest occupied orbital energy	-12.08	eV
ΔE to the lowest compared entry with this formula, charge and spin	0.00	kJ/mol

Record 2
Formula: C32H75BF4N6O7
Source: the OMol25 dataset
Level of theory: wB97M-V/def2-TZVPD

Last column: Mulliken charge in e.
CARTESIAN COORDINATES (ANGSTROEM)
C (-1.14, 0.50, -0.89)  0.079
C (0.24, -0.13, -0.57)  -0.122
C (0.09, -0.86, 0.75)  0.270
N (1.31, -1.51, 1.23)  0.821
C (2.46, -0.47, 1.45)  -0.344
C (1.83, -2.47, 0.15)  0.461
C (2.76, -3.44, 0.90)  -0.794
C (2.23, -3.54, 2.33)  -0.822
C (1.18, -2.44, 2.41)  -0.235
H (-1.09, 1.34, -1.69)  -0.678
H (-1.37, 1.23, 0.07)  -0.069
H (-1.84, -0.22, -0.87)  0.305
H (0.96, 0.60, -0.60)  0.894
H (0.65, -0.73, -1.39)  -0.239
H (-0.71, -1.80, 0.62)  -0.600
H (-0.41, -0.22, 1.56)  -0.152
H (2.95, -0.27, 0.46)  0.066
H (3.20, -1.09, 2.13)  0.334
H (2.02, 0.37, 1.98)  -0.068
H (2.42, -1.91, -0.73)  -0.561
H (1.12, -3.06, -0.47)  0.230
H (3.82, -3.14, 0.88)  0.193
H (2.74, -4.48, 0.54)  0.401
H (3.16, -3.53, 2.98)  0.277
H (1.69, -4.45, 2.57)  0.488
H (1.26, -2.17, 3.43)  0.013
H (0.12, -2.77, 2.25)  0.466
B (0.05, 3.14, 1.93)  0.206
F (-0.26, 1.93, 2.53)  -0.286
F (-1.02, 3.46, 1.12)  -0.245
F (0.34, 3.99, 2.95)  -0.346
F (1.06, 3.01, 1.06)  -0.334
C (-0.98, -2.15, 6.12)  -0.521
C (0.02, -3.22, 5.64)  0.428
N (0.77, -4.04, 5.33)  -0.458
H (-1.86, -2.40, 6.55)  0.485
H (-0.69, -1.93, 7.24)  0.233
H (-0.93, -1.45, 5.30)  -0.076
C (2.46, -3.25, -3.53)  0.145
C (1.72, -4.37, -2.92)  0.305
N (1.14, -5.30, -2.44)  -0.539
H (2.08, -2.23, -3.39)  -0.390
H (3.47, -3.11, -2.97)  0.023
H (2.85, -3.26, -4.55)  0.495
C (5.76, 0.57, 3.58)  -0.230
C (5.48, 1.71, 2.61)  0.310
N (5.38, 2.65, 1.99)  -0.453
H (5.71, -0.30, 2.89)  0.015
H (6.99, 0.71, 3.88)  0.333
H (5.08, 0.72, 4.36)  0.066
C (-3.83, 0.93, 2.57)  -0.348
C (-3.24, -0.50, 2.72)  0.317
N (-2.69, -1.44, 2.83)  -0.401
H (-4.71, 0.85, 1.87)  0.055
H (-3.88, 1.23, 3.62)  0.439
H (-3.00, 1.63, 2.24)  -0.025
C (-3.53, -3.85, 0.26)  -0.479
C (-2.45, -3.38, -0.74)  0.472
N (-1.69, -3.02, -1.50)  -0.414
H (-4.03, -3.12, 0.54)  -0.192
H (-4.12, -4.62, -0.37)  0.318
H (-3.07, -4.55, 1.05)  0.336
C (2.01, 0.03, 6.73)  -0.714
C (1.04, 0.83, 5.81)  -0.492
O (1.43, 0.74, 4.46)  -0.149
H (1.88, -1.06, 6.29)  0.066
H (1.36, 0.38, 7.63)  0.297
H (3.09, 0.33, 6.59)  0.184
H (1.09, 1.86, 6.14)  0.463
H (-0.11, 0.57, 5.84)  0.239
H (0.87, 1.34, 3.91)  0.161
C (1.66, 0.78, -4.01)  -0.303
C (2.71, 0.53, -5.01)  -0.695
O (3.70, -0.19, -4.25)  -0.457
H (1.41, -0.17, -3.59)  -0.128
H (0.78, 1.21, -4.30)  0.490
H (1.93, 1.48, -3.11)  0.117
H (3.02, 1.48, -5.50)  0.411
H (2.35, -0.01, -5.92)  0.258
H (4.58, 0.12, -4.62)  0.251
C (-5.76, -0.11, -0.50)  -0.503
C (-6.45, -1.36, 0.05)  -0.610
O (-6.24, -2.46, -0.85)  -0.504
H (-4.57, -0.14, -0.56)  -0.165
H (-6.36, 0.82, -0.04)  0.333
H (-6.38, 0.02, -1.53)  0.355
H (-7.45, -0.98, 0.07)  0.473
H (-5.97, -1.74, 0.86)  0.333
H (-6.97, -3.05, -0.55)  0.298
C (6.14, -1.54, -0.37)  -0.808
C (5.68, -0.32, -1.28)  -0.378
O (4.34, -0.69, -1.47)  -0.170
H (7.21, -1.37, -0.29)  0.453
H (5.68, -2.45, -0.90)  0.221
H (5.81, -1.55, 0.80)  -0.051
H (6.10, -0.23, -2.38)  0.266
H (5.70, 0.47, -0.71)  0.385
H (4.04, -0.55, -2.45)  0.209
C (-0.06, 4.60, -3.56)  -1.034
C (-0.02, 4.19, -2.00)  0.816
O (1.36, 4.06, -1.62)  -0.627
H (0.43, 3.76, -4.23)  0.110
H (0.69, 5.34, -3.81)  0.442
H (-1.14, 4.96, -3.86)  0.217
H (-0.72, 3.40, -1.88)  -0.494
H (-0.56, 5.06, -1.49)  0.230
H (1.35, 3.54, -0.72)  0.401
C (-2.60, 2.33, -4.85)  -0.725
C (-3.00, 0.89, -4.71)  -0.521
O (-3.82, 0.59, -3.57)  -0.493
H (-1.92, 2.62, -4.05)  -0.107
H (-3.25, 3.24, -4.95)  0.333
H (-2.11, 2.35, -5.77)  0.451
H (-2.20, 0.21, -4.76)  0.460
H (-3.54, 0.58, -5.63)  0.353
H (-3.80, -0.39, -3.49)  0.257
C (-4.01, 3.43, -1.30)  -0.422
C (-4.96, 3.89, -2.41)  -0.420
O (-5.65, 2.81, -3.00)  -0.588
H (-3.33, 2.51, -1.37)  -0.083
H (-4.54, 3.21, -0.28)  0.133
H (-3.45, 4.12, -0.75)  0.587
H (-4.27, 4.25, -3.32)  -0.006
H (-5.35, 4.85, -2.25)  0.438
H (-4.97, 2.13, -3.23)  0.299

highest occupied orbital energy	-9.24	eV
ΔE to the lowest compared entry with this formula, charge and spin	17.79	kJ/mol

Record 3
Formula: C32H78BN2O20PS
Source: the OMol25 dataset
Level of theory: wB97M-V/def2-TZVPD

Last column: Mulliken charge in e.
CARTESIAN COORDINATES (ANGSTROEM)
C (-0.53, -2.35, 5.13)  -0.557
C (-1.79, -1.48, 5.41)  -0.487
B (-2.19, -0.59, 4.17)  0.753
O (-2.72, 0.66, 4.29)  -0.744
C (-1.97, -1.17, 2.69)  -0.613
C (-2.81, -2.16, 2.17)  -0.450
C (-2.61, -2.67, 0.90)  1.207
C (-3.56, -3.74, 0.34)  -1.136
O (-4.92, -3.40, 0.68)  -0.238
O (-5.32, -4.38, 1.64)  -0.496
C (-1.55, -2.22, 0.12)  0.592
C (-1.32, -2.80, -1.27)  -1.802
O (-1.96, -1.95, -2.20)  -0.266
C (-2.35, -2.61, -3.40)  -0.803
C (-0.71, -1.23, 0.62)  -0.707
C (-0.95, -0.73, 1.88)  1.024
S (0.17, 0.57, 2.41)  -0.543
C (0.32, 1.46, 0.88)  0.540
C (0.33, 2.83, 0.80)  -0.330
C (0.42, 3.45, -0.45)  -0.518
P (0.37, 5.27, -0.39)  1.203
N (1.51, 5.78, 0.52)  -0.795
O (-1.11, 5.67, 0.17)  -0.586
O (0.50, 5.96, -1.86)  -0.427
C (0.55, 2.65, -1.58)  0.291
C (0.69, 3.25, -2.99)  -1.196
O (1.20, 2.28, -3.90)  -0.365
C (2.63, 2.23, -3.80)  -0.462
C (0.54, 1.27, -1.51)  -0.680
C (0.41, 0.67, -0.26)  0.046
N (0.37, -0.73, -0.16)  -0.163
H (-0.30, -2.91, 6.04)  0.118
H (-0.75, -3.09, 4.35)  -0.002
H (0.34, -1.74, 4.84)  0.283
H (-1.69, -0.90, 6.34)  0.454
H (-2.62, -2.20, 5.56)  0.283
H (-2.54, 1.03, 5.18)  0.379
H (-3.62, -2.52, 2.80)  0.239
H (-3.33, -4.74, 0.70)  0.302
H (-3.56, -3.71, -0.75)  0.484
H (-5.72, -3.87, 2.36)  0.302
H (-1.68, -3.84, -1.28)  0.667
H (-0.24, -2.85, -1.52)  0.500
H (-1.78, -2.24, -4.26)  0.270
H (-2.19, -3.70, -3.36)  0.354
H (-3.43, -2.46, -3.58)  0.259
H (0.25, 3.40, 1.72)  0.486
H (2.02, 4.96, 0.84)  0.316
H (-1.74, 5.20, -0.40)  0.399
H (-0.25, 5.72, -2.43)  0.272
H (1.40, 4.09, -3.00)  0.586
H (-0.29, 3.55, -3.38)  0.301
H (2.97, 2.55, -2.81)  0.380
H (3.10, 2.91, -4.53)  0.363
H (3.02, 1.22, -3.96)  -0.220
H (0.64, 0.64, -2.39)  0.522
H (0.41, -1.15, -1.07)  0.262
C (5.96, 0.52, -2.76)  -0.594
O (4.84, 0.70, -1.89)  -0.409
H (5.61, 0.62, -3.79)  0.183
H (6.72, 1.28, -2.57)  0.300
H (6.39, -0.47, -2.62)  0.284
H (5.16, 0.62, -0.99)  0.263
C (-7.71, -0.48, 0.81)  -0.465
O (-6.89, -1.26, -0.04)  -0.460
H (-8.31, 0.20, 0.20)  0.283
H (-8.37, -1.13, 1.39)  0.252
H (-7.08, 0.10, 1.49)  0.143
H (-6.38, -1.83, 0.54)  0.331
C (2.60, -0.84, -6.66)  -0.525
O (3.49, -0.64, -5.56)  -0.466
H (3.07, -0.48, -7.56)  0.157
H (2.38, -1.91, -6.77)  0.315
H (1.67, -0.29, -6.49)  0.225
H (3.05, -0.97, -4.77)  0.249
C (3.88, -3.02, -9.13)  -0.600
O (2.59, -3.45, -8.72)  -0.502
H (3.90, -1.93, -9.11)  0.229
H (4.64, -3.41, -8.46)  0.266
H (4.07, -3.36, -10.15)  0.300
H (2.60, -4.42, -8.75)  0.398
C (-4.68, 2.62, 7.05)  -0.725
O (-3.43, 2.21, 6.50)  -0.491
H (-5.00, 1.87, 7.76)  0.270
H (-4.57, 3.58, 7.55)  0.297
H (-5.42, 2.70, 6.24)  0.277
H (-3.16, 2.88, 5.86)  0.271
C (4.30, 7.27, 0.00)  -0.197
O (5.61, 6.89, -0.45)  -0.481
H (3.97, 6.55, 0.74)  0.144
H (4.35, 8.26, 0.46)  0.279
H (3.61, 7.27, -0.84)  -0.054
H (5.88, 7.55, -1.10)  0.271
C (-7.34, 1.28, 4.24)  -0.657
O (-6.36, 0.38, 4.72)  -0.417
H (-8.11, 0.70, 3.73)  0.239
H (-7.80, 1.84, 5.06)  0.324
H (-6.89, 1.98, 3.52)  0.280
H (-5.68, 0.89, 5.16)  0.247
C (2.92, 8.02, -3.37)  -0.462
O (3.77, 9.07, -2.90)  -0.507
H (3.28, 7.08, -2.98)  0.107
H (1.90, 8.19, -3.02)  0.265
H (2.94, 7.99, -4.47)  0.359
H (3.43, 9.90, -3.26)  0.277
C (8.15, 6.12, 0.78)  -0.412
O (9.13, 5.24, 1.36)  -0.524
H (7.41, 5.52, 0.27)  0.152
H (7.66, 6.70, 1.57)  0.247
H (8.62, 6.79, 0.06)  0.239
H (9.78, 5.79, 1.81)  0.290
C (-4.92, -6.50, 5.06)  -0.584
O (-4.77, -5.20, 4.50)  -0.350
H (-4.68, -6.44, 6.12)  0.215
H (-5.94, -6.85, 4.94)  0.255
H (-4.23, -7.20, 4.58)  0.256
H (-4.98, -5.26, 3.57)  0.319
C (1.18, -4.66, 2.51)  -0.498
O (-0.09, -5.17, 2.92)  -0.439
H (1.14, -3.58, 2.55)  0.095
H (1.96, -5.03, 3.18)  0.331
H (1.39, -4.98, 1.48)  0.292
H (-0.04, -6.13, 2.88)  0.252
C (0.30, -3.79, 8.92)  -0.593
O (-0.36, -2.61, 8.45)  -0.443
H (1.24, -3.89, 8.37)  0.212
H (0.52, -3.70, 9.98)  0.288
H (-0.32, -4.67, 8.74)  0.265
H (-1.18, -2.54, 8.94)  0.277
C (2.75, -7.23, -10.35)  -0.550
O (2.89, -6.23, -9.34)  -0.533
H (1.76, -7.15, -10.78)  0.239
H (3.50, -7.09, -11.13)  0.261
H (2.87, -8.22, -9.91)  0.232
H (3.78, -6.32, -8.97)  0.284

highest occupied orbital energy	-7.72	eV
ΔE to the lowest compared entry with this formula, charge and spin	57.02	kJ/mol